{"formula": "C40H98N4O11", "method": "wB97M-V/def2-TZVPD", "relative_energy_ev": 5.975, "spin_multiplicity": 1, "e_homo_ev": -8.00, "charge": 0, "symbols": ["C", "C", "C", "C", "C", "C", "C", "C", "C", "N", "O", "H", "H", "H", "H", "H", "H", "H", "H", "H", "H", "H", "H", "H", "H", "H", "H", "H", "H", "H", "C", "C", "C", "C", "C", "C", "C", "C", "C", "N", "O", "H", "H", "H", "H", "H", "H", "H", "H", "H", "H", "H", "H", "H", "H", "H", "H", "H", "H", "H", "C", "C", "C", "C", "C", "C", "C", "C", "C", "N", "O", "H", "H", "H", "H", "H", "H", "H", "H", "H", "H", "H", "H", "H", "H", "H", "H", "H", "H", "H", "C", "C", "C", "C", "C", "C", "C", "C", "C", "N", "O", "H", "H", "H", "H", "H", "H", "H", "H", "H", "H", "H", "H", "H", "H", "H", "H", "H", "H", "H", "C", "O", "H", "H", "H", "H", "C", "O", "H", "H", "H", "H", "C", "O", "H", "H", "H", "H", "C", "O", "H", "H", "H", "H", "O", "H", "H", "O", "H", "H", "O", "H", "H"], "positions_angstrom": [[2.213, 0.912, -2.050], [1.711, -0.331, -1.259], [1.637, -1.576, -2.182], [2.604, -0.669, -0.024], [2.467, 0.250, 1.163], [0.986, 0.325, 1.647], [0.026, 0.671, 0.352], [-1.335, 0.196, 0.799], [0.029, 2.214, 0.127], [0.298, -0.141, -0.848], [-0.614, 0.040, -1.870], [2.406, 1.849, -1.526], [3.139, 0.786, -2.610], [1.641, 0.987, -2.975], [1.161, -2.416, -1.677], [1.080, -1.363, -3.095], [2.659, -1.748, -2.519], [2.244, -1.643, 0.308], [3.629, -0.717, -0.393], [3.057, -0.070, 2.021], [2.932, 1.220, 0.988], [1.017, 1.203, 2.293], [0.702, -0.465, 2.343], [-2.101, 0.912, 0.498], [-1.388, 0.296, 1.883], [-1.656, -0.801, 0.497], [-0.492, 2.632, 0.989], [-0.285, 2.432, -0.893], [1.023, 2.641, 0.256], [-0.619, 0.991, -2.002], [2.032, 0.997, 5.866], [2.815, 0.497, 7.102], [2.718, 1.540, 8.359], [2.432, -0.959, 7.521], [2.830, -2.147, 6.647], [4.316, -2.068, 6.626], [5.022, -0.729, 6.175], [6.447, -0.828, 6.833], [5.095, -0.684, 4.620], [4.242, 0.490, 6.734], [4.887, 1.699, 6.436], [1.914, 0.203, 5.129], [1.029, 1.296, 6.168], [2.598, 1.766, 5.341], [3.350, 2.415, 8.202], [1.736, 1.931, 8.622], [3.048, 1.077, 9.288], [3.017, -1.195, 8.410], [1.384, -1.088, 7.788], [2.669, -3.153, 7.036], [2.558, -1.985, 5.604], [4.662, -2.862, 5.964], [4.645, -2.436, 7.597], [7.059, -1.546, 6.287], [6.508, -1.095, 7.888], [7.033, 0.091, 6.837], [5.649, 0.195, 4.292], [4.128, -0.813, 4.134], [5.668, -1.483, 4.149], [5.473, 1.832, 7.185], [-1.710, -2.714, -5.209], [-1.035, -4.115, -4.950], [-1.662, -5.103, -6.001], [0.557, -3.963, -5.188], [1.379, -5.138, -4.497], [1.018, -5.220, -2.976], [-0.507, -5.430, -2.771], [-0.789, -6.900, -3.201], [-0.767, -5.236, -1.270], [-1.329, -4.361, -3.481], [-2.703, -4.486, -3.048], [-1.547, -2.301, -6.204], [-2.761, -2.783, -4.927], [-1.492, -1.934, -4.479], [-2.721, -5.274, -5.808], [-1.706, -4.536, -6.931], [-1.018, -5.959, -6.200], [0.805, -4.051, -6.246], [0.942, -2.987, -4.892], [1.187, -6.072, -5.026], [2.446, -4.916, -4.509], [1.510, -4.381, -2.485], [1.562, -6.098, -2.629], [-0.130, -7.617, -2.713], [-0.616, -7.167, -4.244], [-1.840, -7.057, -2.958], [-0.804, -4.166, -1.068], [0.037, -5.605, -0.633], [-1.570, -5.819, -0.819], [-2.824, -5.364, -3.417], [-3.159, 4.558, 1.288], [-4.669, 4.158, 0.918], [-4.795, 2.745, 1.487], [-5.693, 5.033, 1.749], [-5.955, 6.487, 1.183], [-6.061, 6.560, -0.303], [-5.153, 5.620, -1.134], [-5.890, 5.370, -2.484], [-3.724, 6.264, -1.258], [-4.966, 4.299, -0.498], [-4.302, 3.420, -1.337], [-2.494, 3.814, 0.850], [-2.755, 5.519, 0.970], [-2.934, 4.465, 2.350], [-5.804, 2.375, 1.306], [-4.074, 2.115, 0.967], [-4.701, 2.626, 2.566], [-6.624, 4.474, 1.850], [-5.455, 5.151, 2.806], [-6.875, 6.895, 1.601], [-5.225, 7.219, 1.530], [-5.886, 7.614, -0.518], [-7.114, 6.315, -0.438], [-5.916, 6.347, -2.966], [-6.923, 5.026, -2.424], [-5.339, 4.758, -3.198], [-2.893, 5.590, -1.052], [-3.453, 7.093, -0.604], [-3.608, 6.639, -2.274], [-5.057, 2.949, -1.697], [2.220, 0.257, -5.625], [3.245, -0.688, -5.918], [1.474, -0.262, -5.023], [2.672, 1.049, -5.028], [1.630, 0.617, -6.468], [2.886, -1.377, -6.482], [-4.453, -3.572, 0.962], [-5.428, -2.606, 0.496], [-3.468, -3.124, 0.832], [-4.553, -3.751, 2.032], [-4.442, -4.574, 0.534], [-5.166, -1.785, 0.919], [-1.794, 2.869, -3.497], [-0.441, 2.871, -3.806], [-1.846, 3.636, -2.724], [-2.374, 3.030, -4.406], [-2.228, 2.106, -2.852], [-0.072, 3.681, -3.446], [5.467, -3.512, -2.668], [6.278, -4.433, -3.338], [5.876, -3.407, -1.663], [5.454, -2.529, -3.139], [4.417, -3.771, -2.536], [7.211, -4.209, -3.354], [3.071, 3.654, 2.309], [3.315, 3.833, 1.401], [3.770, 3.088, 2.638], [-3.055, -1.319, -2.331], [-2.270, -0.798, -2.163], [-2.832, -2.196, -2.019], [0.977, 4.530, -1.719], [1.151, 3.757, -1.183], [1.755, 4.620, -2.270]], "forces_ev_per_a": [[0.704, -0.809, -1.155], [-0.724, 0.504, -0.723], [0.819, 1.118, -0.206], [-0.976, -0.086, -0.538], [-0.407, -0.135, 0.730], [1.386, 1.732, -2.325], [0.260, -1.074, 1.354], [-1.570, 1.260, 0.856], [0.887, -1.218, 0.704], [2.204, -1.039, 2.603], [0.220, 0.501, 0.069], [-0.695, -0.056, 0.244], [0.814, -0.761, 0.618], [-1.055, 0.768, 0.503], [0.280, 0.082, 0.055], [-0.229, 0.083, 0.169], [0.115, -0.640, 0.064], [0.353, -0.341, -0.060], [0.044, -0.241, 0.056], [0.193, -0.581, -0.039], [-0.566, 0.407, -0.379], [-0.650, 0.338, -0.046], [-0.232, -0.553, -0.829], [-0.300, -0.139, -0.497], [-0.057, -0.309, 0.198], [0.447, 0.077, -0.068], [-0.679, 0.385, -0.653], [-0.710, 0.477, 0.371], [0.399, -0.295, -0.061], [-0.186, 0.508, -0.825], [-0.273, -0.456, 0.474], [0.623, 1.143, -0.086], [-0.157, -1.033, -0.662], [-0.355, -0.515, 0.934], [0.973, 1.950, -1.143], [1.574, -0.370, -0.555], [-0.914, -0.028, 1.152], [0.135, 0.683, -0.477], [0.585, -0.125, 0.275], [1.858, -3.119, 0.487], [-0.637, -0.078, -0.424], [0.022, -0.291, 0.066], [-0.013, 0.374, -0.240], [-0.275, 0.366, 0.358], [0.001, -0.158, -0.334], [-0.344, -0.218, -0.582], [0.308, -0.355, -0.168], [-0.228, 0.460, 0.574], [-0.180, 0.719, 0.054], [-1.076, 0.295, -0.039], [-0.881, -0.517, -0.037], [0.391, 0.070, -0.337], [0.384, 0.609, 0.297], [-0.112, -0.148, -0.082], [-0.807, -0.338, 0.008], [-0.199, 0.369, -0.591], [-0.552, 0.405, -0.008], [-0.238, 0.620, 0.238], [0.287, -0.473, 0.605], [0.080, 0.166, 0.170], [-0.168, -0.354, 0.848], [-0.396, 1.523, -0.195], [0.685, 1.266, 0.282], [-0.347, -1.864, 0.895], [-0.988, 1.719, 0.763], [0.147, -0.273, -2.049], [0.799, 0.204, 0.119], [-0.451, 0.516, -0.064], [0.389, -0.397, 0.584], [2.598, -0.305, 0.657], [1.527, -0.366, -1.609], [-0.152, -0.307, -0.097], [-0.378, -0.367, -0.812], [1.050, -0.165, 0.131], [0.147, -0.624, 0.364], [0.226, 0.014, -0.166], [-0.482, -0.330, 0.275], [-0.562, 0.105, -0.275], [-0.287, -0.001, 0.449], [0.057, -0.035, 0.104], [0.063, -0.063, -0.498], [-0.654, 0.277, 0.151], [-0.294, -0.168, 0.434], [-0.307, 0.166, 0.713], [-0.245, 0.647, -0.232], [-0.007, -0.734, 0.010], [-0.492, -0.057, 0.074], [0.708, -0.070, -0.443], [-0.749, 0.495, -0.511], [-1.340, -0.403, 0.164], [-0.107, -0.377, -0.147], [1.459, 1.775, 2.254], [-0.674, -0.552, -1.147], [-0.129, 1.111, -0.809], [0.798, -0.961, 1.483], [-0.594, -0.634, 0.075], [0.756, -0.277, 0.722], [1.065, 1.129, -0.284], [0.099, 0.244, -1.094], [-2.625, 0.459, 1.533], [0.566, -0.364, -0.104], [-0.040, -0.103, -0.375], [-0.536, 0.091, 0.031], [-0.484, 0.068, 0.230], [-0.083, -0.187, -0.407], [-0.105, -0.287, 0.190], [0.521, 0.626, -0.015], [-0.303, -0.006, -0.701], [0.873, -0.176, -0.058], [-0.188, -0.237, 0.115], [0.594, -0.390, 0.225], [-0.096, -0.137, -0.818], [-0.027, -0.012, -0.939], [-0.232, 0.181, -0.124], [0.163, -0.144, 0.515], [0.115, -0.228, 0.278], [-0.395, -0.490, -0.495], [-0.819, 0.245, 0.248], [0.212, 0.083, -0.108], [0.254, -0.515, -0.294], [-0.487, -0.943, 0.583], [0.236, 0.356, -0.366], [-0.172, 0.216, 0.454], [-0.134, 0.058, -0.340], [0.582, 0.320, -0.384], [-0.060, -0.017, -0.010], [0.372, 0.969, 0.696], [0.346, -1.386, 0.101], [0.262, -0.255, -0.185], [-0.230, 0.101, 0.245], [-0.647, 0.451, -0.768], [-0.089, 0.121, -0.122], [-0.753, 1.559, 1.356], [1.539, -1.286, -0.483], [-1.126, 0.946, -0.506], [-0.375, 0.094, 0.351], [0.479, -1.289, -0.665], [0.143, -0.092, 0.156], [0.738, 1.128, 1.021], [-0.637, -1.241, -0.969], [-0.212, 0.368, 0.316], [0.129, 0.149, -0.169], [0.181, -0.845, -0.482], [-0.252, 0.452, 0.277], [-0.278, 0.039, 0.058], [0.067, 0.130, -0.231], [0.208, -0.166, 0.196], [-0.571, 0.069, -0.100], [0.463, 0.183, 0.135], [-0.005, -0.392, -0.054], [-0.168, 0.348, -0.265], [-0.041, -0.238, 0.151], [0.286, 0.137, -0.158]]}